Density functional theory data (ωB97M-V/def2-TZVPD) for a molecular structure, C23H50B3FN4O5 at a distorted geometry.

The geometry in XYZ format:
```
86
Properties=species:S:1:pos:R:3:lowdin_charge:R:1
C 0.58 7.13 -3.52 0.106
C -0.45 6.92 -4.09 -0.139
C -1.61 6.52 -4.92 -0.046
B -2.76 6.03 -3.94 -0.497
O -3.59 6.89 -3.23 0.269
B -3.92 6.39 -1.97 -0.266
O -4.26 5.03 -1.86 0.286
B -3.22 4.35 -2.46 -0.441
C -2.27 3.28 -1.70 -0.246
O -2.65 2.45 -0.94 0.167
N -0.83 3.39 -2.00 0.172
C -0.28 4.18 -0.95 -0.545
O 0.28 3.70 -0.03 0.187
F -0.43 5.48 -1.09 0.158
O -2.93 4.64 -3.78 0.297
H 1.58 7.10 -3.16 0.035
H -1.92 7.36 -5.56 0.119
H -1.30 5.65 -5.51 0.122
H -3.87 7.10 -1.02 0.125
H -0.41 2.47 -1.87 0.137
C -0.94 -1.67 -1.14 -0.086
C -0.68 -1.79 -2.63 -0.270
N 0.22 -0.76 -3.13 -0.200
C 0.25 -0.68 -4.58 -0.254
C 0.81 -1.89 -5.35 -0.086
C 1.50 -0.65 -2.46 -0.251
C 2.40 -1.89 -2.43 -0.074
H -1.32 -0.68 -0.88 0.069
H -1.70 -2.40 -0.84 0.075
H -0.05 -1.87 -0.54 0.060
H -1.64 -1.69 -3.14 0.118
H -0.31 -2.80 -2.85 0.101
H 0.81 0.21 -4.88 0.110
H -0.77 -0.50 -4.93 0.108
H 1.89 -1.95 -5.27 0.055
H 0.57 -1.79 -6.41 0.071
H 0.38 -2.83 -5.01 0.067
H 1.32 -0.34 -1.42 0.099
H 2.06 0.18 -2.89 0.115
H 1.85 -2.80 -2.18 0.070
H 3.18 -1.76 -1.67 0.057
H 2.91 -2.05 -3.38 0.057
C -5.65 -1.73 4.82 -0.093
C -5.13 -0.71 3.82 -0.278
N -3.75 -0.32 4.06 -0.199
C -3.34 0.86 3.30 -0.245
C -3.31 0.74 1.77 -0.084
C -2.78 -1.40 4.11 -0.246
C -2.67 -2.30 2.87 -0.083
H -5.52 -1.38 5.84 0.079
H -6.72 -1.90 4.65 0.071
H -5.15 -2.70 4.71 0.063
H -5.76 0.18 3.91 0.117
H -5.28 -1.09 2.80 0.099
H -2.36 1.18 3.65 0.112
H -4.02 1.68 3.57 0.109
H -2.46 0.16 1.43 0.049
H -3.21 1.73 1.33 0.052
H -4.23 0.30 1.37 0.072
H -3.02 -2.03 4.97 0.100
H -1.80 -0.98 4.34 0.113
H -3.64 -2.61 2.48 0.068
H -2.12 -3.21 3.14 0.072
H -2.10 -1.83 2.07 0.044
C 6.92 -3.00 3.34 -0.092
C 5.48 -2.53 3.31 -0.276
N 5.12 -1.83 2.09 -0.198
C 3.85 -1.13 2.17 -0.248
C 2.58 -1.97 2.35 -0.084
C 5.37 -2.54 0.85 -0.249
C 4.69 -3.90 0.67 -0.083
H 7.61 -2.17 3.16 0.079
H 7.15 -3.42 4.32 0.072
H 7.12 -3.78 2.60 0.063
H 5.34 -1.84 4.15 0.118
H 4.82 -3.39 3.50 0.100
H 3.73 -0.50 1.28 0.109
H 3.90 -0.43 3.01 0.110
H 2.30 -2.48 1.43 0.047
H 1.74 -1.32 2.62 0.068
H 2.68 -2.72 3.14 0.067
H 6.45 -2.69 0.75 0.101
H 5.10 -1.90 0.01 0.103
H 4.76 -4.54 1.55 0.067
H 5.17 -4.44 -0.15 0.072
H 3.64 -3.80 0.40 0.048
```

Properties
orbital gap = 7.4 eV
E = -1676.14527 hartree
lowest unoccupied orbital energy = -0.018 Ha
largest force on an atom = 1.716 eV/Å